115
Properties=species:S:1:pos:R:3:forces:R:3:mulliken_spin:R:1 method="wB97M-V/def2-TZVPD" homo_ev="-9.671 / -9.658" spin_multiplicity=2 max_force_ha_per_bohr=0.099 orbital_gap_ev="6.86 / 6.76" total_charge=+1
Ti 0.2845 0.5149 -0.8434 0.59 -0.66 1.41 0.8452
Cl -3.4444 3.6291 -3.0879 0.78 0.08 0.94 0.0184
Cl -1.6220 5.5215 -1.8976 -0.11 -0.44 -0.12 0.0105
Cl -3.5196 4.0905 -0.1806 0.10 -0.02 -0.40 0.0032
P 0.1325 -1.6992 2.0197 -0.03 0.58 -0.71 -0.0025
F 1.5889 1.3911 -1.9327 0.35 0.06 -0.43 0.0048
F 2.7516 3.3466 -2.0188 0.67 0.48 0.62 -0.0002
F 2.3314 2.2223 -3.9615 0.35 -0.24 -0.62 -0.0001
F 0.6440 3.2396 -2.8300 -0.64 0.63 -0.25 0.0011
O 2.2959 1.9399 0.5152 -0.10 0.22 0.16 0.0193
O 0.2473 -1.7135 -2.5362 0.05 -0.10 -0.28 0.0134
N -0.1496 0.4656 3.6844 0.09 0.21 -0.70 0.0003
N -0.2202 1.0673 1.5455 0.27 -0.51 -0.03 -0.0142
N 1.7070 -0.7984 -0.1834 0.87 -1.38 1.16 -0.0286
N -1.0712 1.8526 -1.1298 -2.43 4.45 -0.62 -0.1202
N 2.5061 -2.5586 0.8999 -0.40 0.70 -0.29 0.0078
N -1.2828 -0.8982 -0.2812 -0.24 -0.62 0.51 -0.0354
N -2.2488 -2.5339 0.8705 0.41 0.55 -0.38 0.0032
C -1.5799 3.1097 6.9893 -0.07 -0.05 0.07 0.0000
C 5.2474 0.5235 -3.8555 -0.02 -0.04 -0.07 0.0002
C 0.0146 -0.5215 -2.6349 -0.23 -0.31 -0.72 -0.0308
C -0.0043 0.0705 2.3948 -0.14 -0.36 0.13 0.0090
C -3.4470 -1.6584 -4.4900 -0.02 -0.10 0.04 -0.0001
C -0.2591 0.1157 -3.9818 0.09 -0.13 -0.12 -0.0051
C -1.2093 -1.6706 0.8014 0.18 -0.17 0.12 0.0086
C -0.4865 2.1563 2.3188 -0.08 -0.09 0.63 0.0128
C -2.4859 -3.4531 1.9476 -0.10 -0.45 0.55 0.0011
C -0.1697 5.5648 0.7748 0.06 0.05 0.11 0.0061
C -5.3449 -2.3151 -1.0375 -0.04 -0.10 0.14 -0.0001
C 2.6160 -3.5632 1.9190 0.11 -0.54 0.60 0.0021
C 0.0056 4.2032 0.9598 0.03 -0.08 0.10 0.0308
C 2.8910 -1.1662 -0.7537 0.55 -0.45 0.08 0.0087
C -2.8681 -1.8928 -3.2581 0.03 0.12 -0.03 -0.0018
C -1.9813 5.5645 2.3471 0.05 -0.01 0.06 0.0025
C -2.4343 3.9792 -1.5891 -1.75 1.80 -0.95 -0.0166
C -3.5242 0.3046 -2.5217 0.09 -0.18 0.01 0.0145
C -2.4084 -1.2991 -0.9385 -0.50 -0.53 0.18 0.0249
C 5.6952 -5.1391 -0.8376 0.02 -0.15 0.00 0.0005
C 3.3968 -2.2726 -0.0926 -0.16 0.53 -0.41 -0.0094
C -6.4732 -2.9869 -1.4681 -0.07 0.02 -0.07 0.0001
C 1.5015 -1.6490 0.8233 0.06 -0.23 0.20 0.0477
C -4.1282 0.5186 -3.7499 -0.06 0.04 -0.06 0.0025
C -1.4707 2.2941 5.8768 0.02 0.08 -0.13 0.0001
C -1.7954 4.2128 2.5571 0.08 -0.02 -0.09 -0.0020
C 6.9158 -3.0967 -1.0835 0.08 -0.04 -0.05 0.0006
C -0.5838 2.6226 4.8538 0.06 0.10 0.28 -0.0004
C -0.7786 3.5261 1.8907 -0.11 0.16 -0.06 -0.0066
C 3.6066 -0.5153 -1.8663 0.13 0.14 -0.16 0.0029
C -3.0217 -2.3160 -0.2282 0.10 0.57 -0.40 -0.0064
C -0.7966 4.2450 7.1001 -0.04 0.01 0.01 0.0000
C 6.8716 -4.4796 -1.1518 -0.03 -0.02 0.01 -0.0007
C 4.6034 -3.0334 -0.4021 0.30 -0.26 -0.03 0.0026
C 4.4264 0.5813 -1.6074 -0.05 -0.06 -0.07 0.0031
C -5.4221 -5.0861 -0.9866 0.00 -0.13 0.02 0.0002
C 4.5689 -4.4254 -0.4691 -0.03 0.07 -0.06 0.0003
C 5.2309 1.1071 -2.6005 0.04 0.05 0.07 -0.0006
C -0.4454 1.7925 3.6608 -0.10 0.36 -0.54 -0.0011
C -4.0880 -0.4552 -4.7321 0.00 -0.01 0.01 0.0008
C -4.2929 -4.4214 -0.5436 0.00 0.09 -0.08 0.0001
C 0.1871 3.7790 4.9608 0.02 -0.14 0.10 0.0002
C -1.1470 6.2483 1.4786 -0.01 0.02 0.07 -0.0007
C 3.6199 -1.0917 -3.1323 -0.08 0.04 0.12 0.0026
C 0.0445 -0.3611 4.8429 0.13 -0.44 0.62 0.0001
C -1.5555 2.9051 -1.3036 1.34 -3.54 0.21 0.1878
C -4.2402 -3.0307 -0.5786 -0.26 -0.21 0.03 0.0003
C 4.4435 -0.5730 -4.1178 0.04 0.03 -0.10 -0.0005
C 0.0847 4.5763 6.0840 0.04 0.12 0.00 0.0001
C 5.7948 -2.3776 -0.7126 0.02 -0.01 0.11 -0.0009
C -6.5102 -4.3720 -1.4583 -0.01 -0.04 0.00 -0.0003
C -2.8944 -0.9081 -2.2697 -0.04 0.07 -0.18 -0.0033
B 1.8712 2.6540 -2.7852 -0.37 -0.14 -0.04 0.0037
H -5.3126 -1.2359 -1.0574 -0.01 0.04 -0.01 0.0000
H 0.7744 3.6706 0.4154 0.00 0.08 0.13 -0.0117
H -0.7358 1.0934 -3.8942 0.07 -0.03 0.01 -0.0045
H 0.4627 6.0963 0.0805 0.08 0.02 -0.05 0.0005
H 5.8522 -1.3014 -0.6757 -0.05 0.05 0.04 0.0000
H -0.8787 4.8759 7.9708 -0.01 0.07 0.10 0.0000
H 0.7073 0.2432 -4.4791 0.00 0.11 0.03 -0.0003
H 3.6449 -4.9525 -0.2790 -0.09 -0.05 0.03 0.0002
H 5.6503 -6.2169 -0.8965 -0.02 -0.06 -0.01 0.0000
H 3.1177 1.7522 0.9787 -0.05 -0.01 0.02 0.0021
H 7.8273 -2.5733 -1.3310 0.06 0.05 0.00 0.0000
H -2.7751 6.0767 2.8686 -0.06 0.12 0.05 0.0000
H -3.4159 -2.4180 -5.2563 0.02 -0.08 -0.06 -0.0001
H -4.6532 1.4416 -3.9375 -0.04 0.05 -0.03 -0.0004
H -1.2700 7.3093 1.3431 -0.02 0.20 -0.07 0.0001
H -3.5723 1.0575 -1.7449 -0.07 -0.03 0.00 -0.0025
H -3.4338 -4.9862 -0.2118 0.09 -0.07 0.00 0.0001
H -1.8194 -4.3152 1.8744 -0.09 0.02 0.02 -0.0002
H -2.4447 3.6848 3.2418 0.03 -0.05 0.05 -0.0001
H -0.8664 -0.5411 -4.6079 0.03 -0.01 0.09 0.0017
H -7.3815 -4.8938 -1.8252 -0.07 -0.03 0.01 0.0000
H 2.3756 -3.1301 2.8935 0.08 -0.11 -0.15 0.0000
H -3.5171 -3.7965 1.9097 0.04 0.05 0.00 -0.0001
H 3.6367 -3.9371 1.9420 -0.05 0.01 0.01 -0.0004
H -2.1021 1.4200 5.7924 -0.03 -0.07 -0.04 0.0000
H -2.3784 -2.8357 -3.0558 0.04 -0.01 0.02 -0.0002
H -0.8007 -1.0338 5.0025 -0.01 0.09 -0.01 0.0000
H 0.1547 0.2738 5.7195 0.04 -0.05 -0.07 0.0000
H -2.3135 -2.9531 2.9019 -0.05 -0.10 -0.07 -0.0001
H 7.7411 -5.0436 -1.4573 0.05 0.00 0.01 0.0000
H 0.8653 4.0437 4.1618 0.05 0.01 -0.05 -0.0001
H 5.8864 0.9203 -4.6294 0.05 0.05 -0.07 0.0000
H -7.3273 -2.4319 -1.8253 -0.06 0.08 -0.03 0.0000
H 4.4583 1.0108 -0.6147 -0.03 -0.02 -0.01 0.0008
H 1.9328 -4.3945 1.7274 0.11 0.04 0.01 -0.0004
H 2.9941 -1.9494 -3.3375 -0.05 -0.05 0.02 -0.0003
H 0.9412 -0.9703 4.7273 -0.02 0.10 0.03 0.0000
H -4.5612 -0.2895 -5.6853 -0.09 0.10 -0.15 0.0000
H 4.4693 -1.0285 -5.0969 -0.06 -0.05 -0.06 0.0000
H 0.6897 5.4654 6.1667 0.08 0.10 0.00 0.0000
H 2.5333 2.5316 -0.2123 0.30 0.03 -0.11 -0.0006
H -2.2891 2.8592 7.7629 -0.04 -0.02 0.12 0.0000
H -5.4400 -6.1656 -0.9775 -0.04 -0.09 0.00 0.0000
H 5.8524 1.9646 -2.3884 0.05 0.06 0.00 0.0000